C4H6F2N2 | ωB97M-V/def2-TZVPD

Geometry (Å):
1 C -1.29 1.22 -1.24
2 C -1.01 0.26 -0.36
3 C 0.02 0.48 0.74
4 C 3.16 -1.05 1.43
5 H -0.86 2.18 -1.18
6 H 0.35 1.50 0.71
7 H -0.44 0.26 1.72
8 H 1.60 -0.39 -0.31
9 H 3.64 -1.40 0.50
10 H 3.73 -1.17 2.36
11 N 1.12 -0.48 0.58
12 N 1.98 -0.61 1.63
13 F -2.22 1.05 -2.20
14 F -1.66 -0.91 -0.33

## Properties
2S+1: 1
Energy, eV: -12657.8953
Relative energy (zero: lowest compared OMol25 entry of this formula, charge and spin), eV: 2.242
Charge: 0
Gap between HOMO and LUMO, eV: 10.0
SMILES: C=NNC/C(F)=C/F
LUMO level, eV: 0.89
F_max, hartree/bohr: 0.043

---

CH4N3S2 | ωB97M-V/def2-TZVPD

Geometry (Å):
1 C -0.24 0.02 0.07
2 N -1.58 -2.25 -0.22
3 N -1.29 0.83 0.03
4 N 0.99 0.56 0.10
5 S -0.18 -1.75 0.18
6 S -2.94 0.62 0.06
7 H -1.69 -3.25 -0.20
8 H -1.02 1.82 0.00
9 H 1.15 1.56 0.11
10 H 1.81 -0.03 0.08

## Properties
2S+1: 1
Energy, eV: -27232.8941
Relative energy (zero: lowest compared OMol25 entry of this formula, charge and spin), eV: 1.502
Charge: +1
Gap between HOMO and LUMO (alpha / beta), eV: 8.2 / 6.9
LUMO level (alpha / beta), eV: -5.80 / -6.50
F_max, hartree/bohr: 0.034

---

C21H45AsCl2N2O2Si3TcTe | ωB97M-V/def2-TZVPD

Geometry (Å):
1 Tc 0.19 -0.37 0.21
2 N -1.24 0.31 1.72
3 N -2.55 0.08 1.24
4 C -2.71 0.05 -0.18
5 O -3.81 0.19 -0.65
6 O -1.59 -0.12 -0.83
7 H -1.10 -0.19 2.60
8 H -1.08 1.31 1.89
9 H -3.28 0.61 1.69
10 C 0.94 -3.15 -4.70
11 Si -0.09 -2.39 -3.33
12 C -1.45 -1.33 -4.05
13 C -0.80 -3.71 -2.24
14 As 1.32 -1.03 -1.99
15 Si 1.58 0.97 -3.21
16 C 1.86 0.67 -5.04
17 C 0.01 1.97 -2.97
18 C 3.03 1.88 -2.46
19 Si 3.45 -2.02 -1.89
20 C 4.44 -1.11 -0.59
21 C 4.31 -1.83 -3.55
22 C 3.27 -3.83 -1.44
23 H 0.31 -3.77 -5.34
24 H 1.73 -3.79 -4.29
25 H 1.41 -2.39 -5.33
26 H -2.08 -1.94 -4.70
27 H -1.07 -0.50 -4.64
28 H -2.07 -0.93 -3.24
29 H -1.43 -4.39 -2.82
30 H -1.42 -3.26 -1.46
31 H -0.02 -4.31 -1.75
32 H 0.95 0.29 -5.51
33 H 2.66 -0.05 -5.22
34 H 2.13 1.61 -5.53
35 H -0.84 1.53 -3.50
36 H 0.17 2.98 -3.34
37 H -0.28 2.02 -1.92
38 H 3.98 1.42 -2.74
39 H 2.97 1.90 -1.37
40 H 3.05 2.92 -2.82
41 H 4.73 -0.12 -0.94
42 H 5.35 -1.67 -0.36
43 H 3.87 -0.99 0.32
44 H 4.39 -0.78 -3.83
45 H 3.81 -2.37 -4.35
46 H 5.33 -2.22 -3.47
47 H 2.76 -3.94 -0.48
48 H 4.26 -4.28 -1.36
49 H 2.71 -4.38 -2.20
50 C 1.69 0.26 1.12
51 H 2.03 1.28 0.87
52 H 2.27 -0.13 1.96
53 C 0.36 -0.91 7.32
54 C 0.35 -1.42 5.91
55 C 1.53 -1.67 5.22
56 C 1.53 -2.14 3.91
57 C 2.86 -2.49 3.28
58 C 0.31 -2.34 3.25
59 Te 0.32 -2.80 1.17
60 C -0.89 -2.17 3.96
61 C -2.23 -2.56 3.37
62 C -0.85 -1.70 5.27
63 H 1.37 -0.60 7.62
64 H 0.02 -1.68 8.02
65 H -0.30 -0.05 7.44
66 H 2.48 -1.50 5.72
67 H 3.69 -2.15 3.90
68 H 2.96 -2.08 2.27
69 H 2.94 -3.58 3.16
70 H -2.42 -2.12 2.40
71 H -3.04 -2.28 4.05
72 H -2.27 -3.64 3.23
73 H -1.78 -1.56 5.80
74 Cl -2.70 3.37 0.07
75 C -1.21 4.29 -0.10
76 Cl 0.16 3.46 0.67
77 H -1.33 5.25 0.38
78 H -0.98 4.39 -1.15

## Properties
2S+1: 2
Energy, eV: -148593.9488
Relative energy (zero: lowest compared OMol25 entry of this formula, charge and spin), eV: 0.318
Charge: 0
Gap between HOMO and LUMO (alpha / beta), eV: 6.9 / 7.5
LUMO level (alpha / beta), eV: 0.20 / 0.34
<S²>: 0.792
F_max, hartree/bohr: 0.015